Entry 1:
The following is a quantum chemistry calculation of a 5-piece molecular cluster, C40H82N4O7 overall, from the Open Molecules 2025 dataset.

```
! RIJCOSX wB97M-V def2-TZVPD def2/J DEFGRID3
* xyz 0 1
O -3.930 3.534 3.258
O -3.060 4.603 1.485
O 1.609 -4.703 -1.963
O 0.754 8.483 -1.812
O -5.344 4.810 1.904
O -4.035 -2.959 2.935
O 1.071 0.616 2.073
N 2.207 -5.866 -2.515
N -5.248 -2.508 3.373
N 0.943 0.404 0.785
N 1.923 7.634 -1.524
C 3.571 -5.515 -3.042
C -4.502 -0.178 2.967
C 4.619 6.505 -1.555
C -1.261 -0.945 0.901
C 2.360 -7.264 -0.437
C 2.935 7.915 -3.886
C 4.034 -8.014 -3.149
C 1.594 -1.228 -1.587
C 2.832 8.231 -0.489
C 2.445 6.991 -2.835
C -5.507 -4.647 4.489
C 3.502 5.952 -2.459
C -0.554 4.291 1.934
C -6.185 -3.708 3.456
C -2.025 3.674 1.822
C -6.946 -0.875 3.260
C 0.192 -0.881 0.563
C 2.207 0.730 0.054
C -6.415 -4.401 2.055
C 4.566 -5.161 -1.863
C 2.251 0.186 -1.391
C 1.332 6.217 -3.611
C 0.332 -7.390 -1.971
C -5.574 -1.299 2.699
C 0.887 -2.091 1.183
C -2.571 3.102 3.160
C 2.033 8.265 0.811
C -7.541 -3.193 4.078
C 4.030 7.207 -0.289
C 0.218 -1.250 -0.973
C 3.457 0.302 0.764
C 4.102 -6.712 -3.828
C 2.138 2.295 0.015
C -5.704 -1.514 1.212
C 3.522 9.561 -0.789
C 3.378 -4.372 -4.035
C 1.880 -7.190 -1.866
C 2.533 -8.350 -2.730
C -4.219 4.269 2.163
C -8.120 -1.974 3.416
H -1.780 -1.903 0.911
H 5.289 -4.400 -2.157
H 1.011 8.557 0.571
H -8.139 -4.097 3.960
H 1.566 -7.759 0.122
H 1.019 -4.377 -2.647
H 4.177 -4.258 -4.768
H -3.468 -0.374 2.684
H 4.625 -8.020 -2.233
H 0.921 5.448 -2.957
H 1.986 7.236 1.168
H -6.857 -5.380 2.239
H 2.788 2.690 -0.765
H 3.774 -0.738 0.846
H -0.557 5.130 2.629
H 5.071 -6.534 -4.294
H 0.958 -2.065 2.271
H -5.400 -4.582 1.702
H -8.784 -1.411 4.071
H -4.259 0.158 3.975
H -2.040 3.038 0.937
H 1.581 -1.376 -2.667
H 2.403 -6.206 -0.178
H 3.412 -3.397 -3.550
H 0.036 7.926 -1.502
H 1.946 -8.504 -3.635
H -0.219 -6.554 -1.539
H -0.478 -0.650 -1.560
H -1.359 -0.815 1.979
H 4.345 0.606 0.210
H -7.394 -2.893 5.116
H 3.340 -7.692 -0.225
H 1.765 5.825 -4.531
H 0.436 -3.037 0.886
H 4.493 -8.710 -3.851
H 1.857 0.921 -2.093
H 2.289 8.779 -4.039
H -2.718 2.030 3.292
H 5.132 -6.038 -1.549
H 3.958 -4.737 -1.065
H 3.865 8.476 -3.788
H 3.224 7.436 -4.822
H 2.234 -2.038 -1.236
H -7.331 0.005 2.746
H -5.403 -2.499 0.855
H -5.137 -4.019 5.300
H -7.172 -3.849 1.497
H 0.388 6.735 -3.778
H 5.205 7.283 -2.044
H 2.583 -4.537 -4.762
H -6.728 -1.468 0.841
H 2.422 9.046 1.465
H -8.481 -2.172 2.407
H -3.475 -2.847 3.707
H 1.976 -2.129 1.151
H 4.722 7.756 0.350
H 1.681 -0.073 2.345
H 1.193 2.521 -0.480
H -1.791 -0.161 0.360
H 2.176 2.761 0.999
H -4.564 -5.131 4.233
H 3.108 5.037 -2.015
H 2.917 9.982 -1.591
H -0.150 4.855 1.093
H -0.002 -7.386 -3.009
H 3.444 10.051 0.182
H -5.047 -0.797 0.719
H -0.056 -2.301 -1.070
H 4.571 9.591 -1.085
H -6.326 -5.206 4.941
H -0.024 -8.305 -1.498
H 3.829 6.508 0.522
H 3.306 0.026 -1.611
H 3.413 0.745 1.759
H 5.334 5.722 -1.300
H 3.459 -6.787 -4.705
H -4.724 0.760 2.458
H 4.028 5.730 -3.387
H 0.198 3.541 2.179
H 2.427 -9.289 -2.187
H -6.680 -0.531 4.260
H -2.054 3.533 4.016
*
```

Its molecular weight is 731.1 u. Its HOMO energy is -8.27 eV. The value obtained for the calculated total energy is -63092.879 eV. The structure (SMILES) is CC1(C)CCCC(C)(C)N1O.CC1(C)CCCC(C)(C)N1O.CC1(C)CCCC(C)(C)N1O.CC1(C)CCCC(C)(C)N1O.C[C@H]1COC(=O)O1.

Entry 2:
The following is a quantum chemistry calculation of C40H95Li2N6O10 as an isolated structure, from the Open Molecules 2025 dataset.

```
! RIJCOSX wB97M-V def2-TZVPD def2/J DEFGRID3
* xyz 1 1
O -22.981 -15.739 24.800
O -14.239 -13.726 28.357
O -21.046 -15.461 21.962
O -22.596 -17.686 26.769
O -20.766 -11.010 33.669
O -18.220 -18.935 30.695
O -24.840 -16.849 28.762
O -22.800 -15.877 33.704
O -23.247 -11.692 24.615
O -23.748 -13.962 26.834
N -15.546 -13.443 28.042
N -19.638 -18.774 31.007
N -19.960 -16.309 22.194
N -20.910 -10.300 32.450
N -22.132 -13.752 34.064
N -23.695 -14.158 32.674
C -20.285 -20.119 31.220
C -19.580 -16.413 19.773
C -18.594 -10.403 31.269
C -23.270 -13.562 29.152
C -14.902 -11.906 26.208
C -16.093 -15.721 28.616
C -22.798 -14.699 33.483
C -19.984 -21.119 30.083
C -19.271 -15.453 24.422
C -20.166 -10.816 31.251
C -20.237 -17.697 30.184
C -22.477 -8.783 33.601
C -19.728 -16.355 30.749
C -17.701 -14.331 27.419
C -20.137 -8.016 32.976
C -22.018 -8.376 31.244
C -21.409 -13.652 27.495
C -17.327 -17.366 21.859
C -17.911 -13.188 26.412
C -18.859 -15.777 23.059
C -19.775 -17.200 21.049
C -20.779 -10.181 29.954
C -22.824 -14.078 27.892
C -22.342 -18.981 30.356
C -20.289 -12.375 31.168
C -21.375 -8.862 32.559
C -17.291 -11.992 27.056
C -15.572 -15.222 26.324
C -15.398 -11.111 28.556
C -16.188 -14.632 27.582
C -21.821 -19.891 31.483
C -20.924 -18.239 20.880
C -17.684 -16.764 23.293
C -18.524 -18.121 21.229
C -15.760 -12.132 27.415
C -21.051 -8.659 29.995
C -19.818 -20.732 32.601
C -21.748 -17.586 30.398
C -19.910 -17.804 28.633
C -18.242 -14.500 22.413
Li -25.098 -15.488 27.158
Li -24.741 -12.451 25.785
H -22.270 -7.319 31.158
H -22.632 -13.979 29.932
H -18.048 -14.022 28.405
H -15.260 -12.157 25.209
H -18.898 -13.631 22.456
H -21.032 -14.239 26.657
H -23.025 -15.037 25.449
H -19.633 -19.893 33.272
H -21.453 -13.945 34.786
H -21.780 -17.758 20.407
H -20.707 -19.039 20.171
H -22.855 -15.144 28.117
H -22.374 -20.803 31.258
H -24.353 -14.810 32.271
H -17.865 -18.621 31.530
H -23.435 -9.047 33.153
H -13.856 -12.190 26.329
H -15.688 -14.651 25.403
H -17.477 -13.380 25.431
H -21.954 -12.890 33.570
H -22.215 -19.382 29.350
H -20.347 -16.951 28.114
H -24.831 -16.764 29.716
H -16.405 -16.691 28.226
H -19.422 -8.451 33.674
H -18.504 -15.148 25.134
H -22.342 -17.069 29.645
H -22.976 -8.839 31.010
H -18.832 -17.822 28.475
H -15.135 -16.036 29.028
H -19.581 -7.868 32.050
H -17.969 -10.982 30.590
H -14.770 -10.824 26.225
H -19.824 -16.101 31.804
H -22.360 -18.560 26.459
H -20.455 -21.481 33.071
H -18.005 -14.554 21.351
H -20.345 -20.750 29.123
H -23.122 -11.579 23.673
H -19.855 -12.885 32.029
H -18.909 -21.292 30.127
H -14.500 -15.417 26.306
H -21.304 -12.769 31.117
H -16.598 -15.581 29.572
H -17.275 -14.131 22.755
H -20.124 -8.090 30.051
H -18.860 -21.229 32.451
H -18.099 -18.338 20.249
H -18.992 -13.089 26.315
H -16.426 -17.970 21.974
H -20.328 -22.120 30.343
H -20.301 -18.700 28.151
H -21.549 -15.613 22.766
H -18.057 -11.735 27.789
H -23.427 -18.928 30.437
H -18.436 -9.382 30.922
H -22.393 -11.492 24.997
H -20.268 -15.568 19.738
H -22.613 -7.726 33.829
H -21.418 -12.630 27.116
H -15.392 -10.087 28.183
H -25.569 -17.443 28.581
H -17.392 -11.192 26.323
H -20.460 -7.126 33.517
H -19.742 -16.275 24.961
H -18.271 -15.258 27.359
H -16.144 -11.158 29.349
H -18.672 -16.485 30.511
H -19.896 -10.696 33.927
H -14.402 -11.347 28.932
H -20.074 -10.263 29.128
H -20.066 -15.463 30.222
H -20.695 -13.655 28.318
H -15.931 -16.179 25.945
H -16.786 -16.394 23.787
H -22.302 -9.335 34.524
H -21.724 -10.677 29.730
H -14.273 -13.736 29.316
H -19.627 -12.730 30.378
H -16.940 -16.672 21.113
H -22.008 -17.051 31.311
H -21.468 -8.340 29.040
H -22.849 -16.535 25.316
H -24.290 -13.853 29.404
H -18.030 -17.527 23.991
H -21.166 -18.673 21.850
H -18.245 -10.505 32.297
H -23.647 -13.176 32.444
H -18.626 -15.887 19.726
H -19.923 -16.957 18.894
H -22.081 -19.494 32.464
H -23.246 -12.472 29.167
H -19.975 -14.626 24.327
H -18.673 -19.099 21.688
H -22.658 -17.777 27.720
*
```

Its molecular weight is 834.1 u. Its HOMO energy is -9.39 eV. The value obtained for the calculated total energy is -72836.060 eV.

Question: Which of these has the lowest HOMO?
Answer: C40H95Li2N6O10

Question: Which value of molecular weight does entry 2 give?
Answer: 834.1 u

Question: Which of these has the highest HOMO?
Answer: C40H82N4O7